# 1
Formula: C5H11IN4
Source: the Open Molecules 2025 dataset
Level of theory: the ωB97M-V functional and the def2-TZVPD basis

```
! wB97M-V def2-TZVPD RIJCOSX def2/J DEFGRID3
* xyz 2 1
C -0.1143 1.4252 -0.3131
C -1.4465 -0.7087 0.0029
C 1.0776 0.3404 1.4566
C 0.8968 -0.9127 0.6911
C 1.8275 -0.7611 -0.5873
N -1.1446 0.6436 -0.5433
N -0.3817 -1.3528 0.4713
N 0.2861 2.4983 -0.9357
N -2.6942 -1.0621 -0.1759
I -0.1452 0.6521 3.3100
H 2.0560 0.7215 1.5191
H 1.4599 -1.7125 1.2001
H 1.6018 -1.6125 -1.2222
H 2.8106 -0.8316 -0.2732
H 1.5729 0.2457 -1.0239
H -1.8883 1.0754 -1.2796
H -0.6391 -2.3050 0.8483
H 1.1914 3.0497 -0.6552
H -0.0940 2.8867 -1.7674
H -3.2888 -0.2614 -0.4296
H -2.9439 -2.0182 -0.2931
*
```

## Properties
Energy in Ha: -713.1008
LUMO (alpha / beta) in eV: -8.7 / -8.7
ΔE to the lowest compared entry with this formula, charge and spin in kcal/mol: 26.8

Here are the Löwdin charges for atoms 1 to 6, given in e: atom 1 (C): -0.19, atom 2 (C): -0.25, atom 3 (C): -0.33, atom 4 (C): -0.50, atom 5 (C): 0.02, atom 6 (N): 0.13

=====

# 2
Formula: C5H11INO
Source: the Open Molecules 2025 dataset
Level of theory: the ωB97M-V functional and the def2-TZVPD basis

```
! wB97M-V def2-TZVPD RIJCOSX def2/J DEFGRID3
* xyz 1 1
C -0.8190 2.3102 0.9508
C -0.4129 -1.1875 1.1274
C -0.9169 -0.1733 -0.9857
C 1.3043 -1.1824 -0.6745
C 0.7468 0.9003 0.1055
N 0.2306 -0.3934 -0.0596
O -1.2659 2.1908 2.0109
I -1.0655 3.8202 -0.4902
H 0.2362 -1.6991 1.8111
H -1.0426 -0.4681 1.5428
H -0.9015 -1.9459 0.5556
H -0.5773 0.4143 -1.8208
H -1.3927 -1.0823 -1.2914
H -1.5223 0.5617 -0.3453
H 0.8990 -1.9901 -1.3437
H 2.1158 -0.7749 -1.3910
H 1.8063 -1.7042 0.2206
H 1.5685 0.8756 0.8175
H 1.0090 1.5279 -0.7400
*
```

## Properties
Energy in Ha: -624.4099
LUMO (alpha / beta) in eV: -4.5 / -4.5
ΔE to the lowest compared entry with this formula, charge and spin in kcal/mol: 81.2

Here are the Löwdin charges for atoms 1 to 6, given in e: atom 1 (C): -0.76, atom 2 (C): 0.10, atom 3 (C): -0.01, atom 4 (C): -0.03, atom 5 (C): -0.07, atom 6 (N): -0.43

=====

# 3
Formula: C5H11IO5P2
Source: the Open Molecules 2025 dataset
Level of theory: the ωB97M-V functional and the def2-TZVPD basis

```
! wB97M-V def2-TZVPD RIJCOSX def2/J DEFGRID3
* xyz 0 1
C -3.1624 0.9094 -0.7896
C -2.2749 -0.3291 -1.0629
P -0.5083 0.1766 -1.1490
C -0.1517 -0.4049 -2.8326
O 0.1728 -1.1618 -0.3322
P 1.5512 -0.9567 0.4056
O 2.6049 -0.2258 -0.2984
O 1.9592 -2.4805 0.6849
I 1.6841 -3.3767 2.4447
O 1.1209 -0.3519 1.8141
C 2.0450 0.4761 2.5140
C 1.8224 1.9462 2.2734
O 1.3096 2.4137 1.3104
H -3.4130 0.9767 0.2688
H -4.0851 0.8642 -1.3716
H -2.6474 1.8308 -1.0692
H -2.5739 -0.8109 -1.9949
H -2.4013 -1.0620 -0.2640
H 0.9107 -0.2528 -3.0313
H -0.3824 -1.4665 -2.9507
H -0.7338 0.1939 -3.5354
H 1.8969 0.2937 3.5829
H 3.0827 0.2179 2.2752
H 2.1741 2.5801 3.1076
*
```

## Properties
Energy in Ha: -1553.8003
LUMO in eV: -1.3
ΔE to the lowest compared entry with this formula, charge and spin in kcal/mol: 0.0

Here are the Löwdin charges for atoms 1 to 6, given in e: atom 1 (C): -0.17, atom 2 (C): -0.40, atom 3 (P): 0.93, atom 4 (C): -0.28, atom 5 (O): -0.43, atom 6 (P): 0.18

=====

# 4
Formula: C5H11ISi
Source: the Open Molecules 2025 dataset
Level of theory: the ωB97M-V functional and the def2-TZVPD basis

```
! wB97M-V def2-TZVPD RIJCOSX def2/J DEFGRID3
* xyz 0 1
C -1.1649 -1.6795 0.5038
C -0.3215 -1.0507 -0.3460
C -0.2746 -1.4773 -1.7875
Si 1.1446 0.1425 0.2248
C 1.0955 -0.1904 2.1125
C 0.8588 1.9605 -0.3396
I 3.7996 0.2713 -0.1678
H -1.3473 -1.2342 1.4735
H -1.8640 -2.4597 0.1006
H -1.2806 -1.5728 -2.0962
H 0.0546 -2.6124 -2.0147
H 0.1604 -0.6534 -2.3342
H 0.1713 0.1193 2.4767
H 0.9780 -1.3001 2.1885
H 1.9008 0.1399 2.6087
H 0.6066 2.1244 -1.3753
H -0.0857 2.4351 0.0524
H 1.6917 2.6138 -0.0979
*
```

## Properties
Energy in Ha: -784.2686
SMILES: C=C(C)[Si](C)(C)I
LUMO in eV: -0.3
ΔE to the lowest compared entry with this formula, charge and spin in kcal/mol: 6.3

Here are the Löwdin charges for atoms 1 to 6, given in e: atom 1 (C): -0.02, atom 2 (C): -0.42, atom 3 (C): -0.15, atom 4 (Si): 0.40, atom 5 (C): -0.23, atom 6 (C): -0.28

=====

# 5
Formula: C5H11N
Source: the Open Molecules 2025 dataset
Level of theory: the ωB97M-V functional and the def2-TZVPD basis

```
! wB97M-V def2-TZVPD RIJCOSX def2/J DEFGRID3
* xyz -1 2
C -2.2403 -1.4196 -0.5050
C -2.4525 -0.2136 0.4158
C -1.9607 0.9908 0.2631
H -1.1528 -1.8373 -0.3491
H -2.3908 -1.4208 -1.5858
H -2.9774 -2.1265 -0.0997
H -2.9190 -0.4081 1.4293
H -2.1457 1.8751 0.9527
H -1.0698 1.1681 -0.4872
C 2.9807 -0.0861 -0.8072
C 1.6317 0.8913 0.8294
N 1.6953 -0.0861 -0.0330
H 3.2191 0.9575 -1.0516
H 3.6659 -0.5665 -0.1173
H 2.7385 -0.8020 -1.7561
H 0.7992 1.4456 1.0189
H 2.6125 1.3403 1.1004
*
```

## Properties
Energy in Ha: -251.6959
LUMO (alpha / beta) in eV: 4.0 / 4.0
ΔE to the lowest compared entry with this formula, charge and spin in kcal/mol: 65.1

Here are the Löwdin charges for atoms 1 to 6, given in e: atom 1 (C): -0.14, atom 2 (C): -0.29, atom 3 (C): -0.08, atom 4 (H): 0.10, atom 5 (H): 0.05, atom 6 (H): 0.04

=====

# 6
Formula: C5H11N
Source: the Open Molecules 2025 dataset
Level of theory: the ωB97M-V functional and the def2-TZVPD basis

```
! wB97M-V def2-TZVPD RIJCOSX def2/J DEFGRID3
* xyz 0 1
C -1.9992 0.4635 1.0357
C -1.0757 -0.5648 -1.2049
N 0.0938 -0.7225 -0.6259
C 0.3827 -0.8258 0.7243
C 0.9967 0.2676 -0.0820
C 2.4294 0.3034 -0.5425
H -2.9189 -0.1143 0.9081
H -1.9297 0.7345 2.0962
H -2.1003 1.4023 0.4800
H -1.7943 -1.3745 -1.1412
H -1.1628 0.1434 -2.0229
H -0.8429 -0.2662 1.0953
H 0.8903 -1.6592 1.1910
H 0.5153 1.2438 0.0549
H 3.0404 0.7764 0.2336
H 2.5492 0.8840 -1.4622
H 2.8141 -0.7065 -0.7080
*
```

## Properties
Energy in Ha: -251.6645
LUMO (alpha / beta) in eV: 0.5 / 0.5
ΔE to the lowest compared entry with this formula, charge and spin in kcal/mol: 124.2

Here are the Löwdin charges for atoms 1 to 6, given in e: atom 1 (C): -0.12, atom 2 (C): 0.04, atom 3 (N): -0.16, atom 4 (C): -0.11, atom 5 (C): -0.30, atom 6 (C): -0.06

=====

# 7
Formula: C5H11N
Source: the Open Molecules 2025 dataset
Level of theory: the ωB97M-V functional and the def2-TZVPD basis

```
! wB97M-V def2-TZVPD RIJCOSX def2/J DEFGRID3
* xyz 0 1
C 2.8879 0.3914 -0.1641
C 1.6375 -0.4337 -0.1877
C 0.4386 -0.0939 0.3127
C -0.7823 -0.9769 0.2908
N -1.8262 -0.4021 -0.5764
C -2.3616 0.8304 -0.0485
H 3.2991 0.4539 -1.2000
H 2.6632 1.4254 0.1846
H 3.6692 -0.0103 0.5034
H 1.7408 -1.4141 -0.6492
H 0.3153 0.9200 0.7528
H -1.1819 -1.1534 1.3101
H -0.5012 -1.9823 -0.0909
H -2.5436 -1.1170 -0.6854
H -2.6136 0.7971 1.0545
H -1.6096 1.6350 -0.1906
H -3.2317 1.1305 -0.6159
*
```

## Properties
Energy in Ha: -251.8235
SMILES: C/C=C/CNC
LUMO in eV: 1.2
ΔE to the lowest compared entry with this formula, charge and spin in kcal/mol: 24.5

Here are the Löwdin charges for atoms 1 to 6, given in e: atom 1 (C): -0.12, atom 2 (C): -0.18, atom 3 (C): -0.13, atom 4 (C): -0.26, atom 5 (N): -0.14, atom 6 (C): -0.17

=====

# 8
Formula: C5H11N
Source: the Open Molecules 2025 dataset
Level of theory: the ωB97M-V functional and the def2-TZVPD basis

```
! wB97M-V def2-TZVPD RIJCOSX def2/J DEFGRID3
* xyz 0 1
C 1.4853 1.0683 -1.2156
C 0.5212 1.2711 -0.0496
C -0.2770 0.0483 0.3875
C 0.5254 -1.0346 1.1539
C -1.5373 -0.1173 -0.0617
N -2.4315 -1.1988 0.3497
H 2.4024 1.6456 -1.0836
H 1.1279 1.4481 -2.1906
H 1.7544 0.0197 -1.3537
H -0.2521 1.9768 -0.3738
H 1.0101 1.6809 0.8342
H 0.4713 -1.0549 2.2456
H -0.0335 -1.9348 0.7733
H 1.5372 -0.9889 0.7983
H -1.9758 0.6438 -0.7143
H -2.4936 -1.7662 -0.4981
H -1.8343 -1.7071 0.9985
*
```

## Properties
Energy in Ha: -251.8245
SMILES: CC/C(C)=C/N
LUMO in eV: 1.0
ΔE to the lowest compared entry with this formula, charge and spin in kcal/mol: 23.8

Here are the Löwdin charges for atoms 1 to 6, given in e: atom 1 (C): -0.11, atom 2 (C): -0.24, atom 3 (C): -0.30, atom 4 (C): -0.05, atom 5 (C): -0.17, atom 6 (N): 0.02

=====

# 9
Formula: C5H11N
Source: the Open Molecules 2025 dataset
Level of theory: the ωB97M-V functional and the def2-TZVPD basis

```
! wB97M-V def2-TZVPD RIJCOSX def2/J DEFGRID3
* xyz 0 1
C -0.0001 -2.5097 -0.0107
C 0.6240 -1.3659 0.8815
C 1.3220 -0.2051 0.0451
C 0.2377 0.6563 -0.5469
C -0.5919 1.4261 0.1500
N -1.5385 2.2250 -0.5080
H -0.5452 -3.3376 0.4315
H 0.8729 -3.0915 -0.5122
H -0.4728 -1.8814 -0.6397
H -0.2435 -0.9502 1.6036
H 1.4064 -1.7935 1.5168
H 2.0732 0.3638 0.5580
H 1.9919 -0.5814 -0.7708
H 0.2391 0.8042 -1.6252
H -0.5686 1.6226 1.2317
H -1.3841 2.4930 -1.4089
H -2.1501 2.7660 0.0567
*
```

## Properties
Energy in Ha: -251.7977
SMILES: CCC/C=C/N
LUMO in eV: 1.2
ΔE to the lowest compared entry with this formula, charge and spin in kcal/mol: 40.7

Here are the Löwdin charges for atoms 1 to 6, given in e: atom 1 (C): -0.11, atom 2 (C): -0.25, atom 3 (C): -0.22, atom 4 (C): -0.17, atom 5 (C): -0.21, atom 6 (N): 0.04

=====

# 10
Formula: C5H11N
Source: the Open Molecules 2025 dataset
Level of theory: the ωB97M-V functional and the def2-TZVPD basis

```
! wB97M-V def2-TZVPD RIJCOSX def2/J DEFGRID3
* xyz 0 1
C -0.0134 -1.7349 -1.1471
C -0.7774 -0.4959 -1.6854
C -0.2963 0.8707 -1.0654
C -0.2146 0.8697 0.4293
C 0.9426 0.5316 1.1116
N 0.8111 0.3773 2.4860
H -0.0038 -1.6020 -0.0508
H -0.5289 -2.6398 -1.4130
H 1.0177 -1.7849 -1.4684
H -1.8362 -0.6218 -1.3493
H -0.7011 -0.4630 -2.7674
H -0.9870 1.6169 -1.4072
H 0.7156 1.0381 -1.4791
H -1.1025 1.1964 1.0305
H -1.4346 -0.6696 0.8670
H 1.4590 0.9764 2.9865
H -0.1294 0.5196 2.8507
*
```

## Properties
Energy in Ha: -251.6376
LUMO in eV: -1.3
ΔE to the lowest compared entry with this formula, charge and spin in kcal/mol: 141.1

Here are the Löwdin charges for atoms 1 to 6, given in e: atom 1 (C): -0.14, atom 2 (C): -0.26, atom 3 (C): -0.24, atom 4 (C): -0.22, atom 5 (C): -0.14, atom 6 (N): 0.02

=====

# 11
Formula: C5H11N
Source: the Open Molecules 2025 dataset
Level of theory: the ωB97M-V functional and the def2-TZVPD basis

```
! wB97M-V def2-TZVPD RIJCOSX def2/J DEFGRID3
* xyz 0 1
C 0.1266 -1.0695 2.0509
C 0.4442 -1.5089 -0.3683
N 0.5299 -0.2326 -0.6909
C 0.8185 0.8216 0.1761
C -0.4740 0.8038 -0.5792
C -0.7774 1.6118 -1.8176
H 0.9556 -1.7298 2.3238
H -0.0744 -0.4257 2.9180
H -0.7714 -1.6755 1.9023
H 1.3624 -2.0366 -0.1301
H -0.4093 -2.0808 -0.7240
H 0.5496 0.0031 1.2949
H 1.6285 1.5270 0.0122
H -1.3428 0.5190 0.0268
H -1.1882 2.5880 -1.5381
H -1.5122 1.1082 -2.4567
H 0.1345 1.7768 -2.4000
*
```

## Properties
Energy in Ha: -251.6652
LUMO (alpha / beta) in eV: 0.6 / 0.6
ΔE to the lowest compared entry with this formula, charge and spin in kcal/mol: 123.8

Here are the Löwdin charges for atoms 1 to 6, given in e: atom 1 (C): -0.12, atom 2 (C): 0.03, atom 3 (N): -0.16, atom 4 (C): -0.10, atom 5 (C): -0.31, atom 6 (C): -0.06

=====

# 12
Formula: C5H11N
Source: the Open Molecules 2025 dataset
Level of theory: the ωB97M-V functional and the def2-TZVPD basis

```
! wB97M-V def2-TZVPD RIJCOSX def2/J DEFGRID3
* xyz 0 1
C -0.6991 1.8512 0.4150
N -0.3136 0.9258 -0.6479
C -0.0479 -0.4144 -0.1140
C -1.0201 -0.9954 0.8779
C 0.9484 -1.1213 -1.0419
C 1.4814 -0.4410 0.2033
H -1.5056 1.4147 1.0708
H 0.1588 2.2076 1.0896
H -1.0906 2.8139 -0.0018
H -1.1436 0.7539 -1.1115
H -2.1212 -0.7830 0.4882
H -1.0252 -2.2391 0.7593
H -0.8838 -0.6785 2.0910
H 1.0754 -2.2306 -1.1074
H 0.9688 -0.5952 -1.9364
H 1.8973 0.5525 0.1311
H 1.8892 -0.9715 1.0201
*
```

## Properties
Energy in Ha: -251.7658
SMILES: CNC1(C)CC1
LUMO in eV: 1.1
ΔE to the lowest compared entry with this formula, charge and spin in kcal/mol: 60.7

Here are the Löwdin charges for atoms 1 to 6, given in e: atom 1 (C): -0.14, atom 2 (N): -0.07, atom 3 (C): -0.55, atom 4 (C): -0.10, atom 5 (C): -0.07, atom 6 (C): -0.09

=====

# 13
Formula: C5H11N
Source: the Open Molecules 2025 dataset
Level of theory: the ωB97M-V functional and the def2-TZVPD basis

```
! wB97M-V def2-TZVPD RIJCOSX def2/J DEFGRID3
* xyz 0 1
C -1.3364 1.6667 -0.0200
C 1.6120 0.0269 -1.9048
C 0.9531 -0.4004 -0.8654
C 0.7431 -1.1001 0.2708
C -0.2627 -2.0911 0.7165
N -0.8778 1.5631 1.3561
H -0.5304 1.7161 -0.7610
H -2.0108 2.5181 -0.1133
H -1.9128 0.7985 -0.3253
H 1.4640 1.0245 -2.3484
H -0.4965 -0.8101 -1.7729
H 1.5258 -0.8863 0.9782
H -0.9893 -1.6893 1.4132
H -0.9317 -2.4947 -0.0564
H 0.1800 -2.9859 1.2054
H -0.2657 2.3359 1.6106
H -0.2022 0.8019 1.4328
*
```

## Properties
Energy in Ha: -251.5856
LUMO in eV: -1.8
ΔE to the lowest compared entry with this formula, charge and spin in kcal/mol: 173.8

Here are the Löwdin charges for atoms 1 to 6, given in e: atom 1 (C): -0.22, atom 2 (C): 0.06, atom 3 (C): -0.30, atom 4 (C): -0.25, atom 5 (C): -0.13, atom 6 (N): -0.06

=====

# 14
Formula: C5H11N
Source: the Open Molecules 2025 dataset
Level of theory: the ωB97M-V functional and the def2-TZVPD basis

```
! wB97M-V def2-TZVPD RIJCOSX def2/J DEFGRID3
* xyz 0 1
C 1.0292 0.8424 -1.6926
C 0.0793 0.1672 -1.2141
C 0.0298 -0.1732 0.2614
C -0.6746 1.0213 0.7940
C -1.0112 -1.3806 0.4957
N 1.2396 -0.5775 0.9315
H 1.4379 1.4193 -0.8898
H 1.3106 1.0814 -2.7074
H -0.6402 -0.3545 -1.8240
H -1.1586 0.8686 1.7694
H 0.1140 1.8703 0.7946
H -1.4738 1.5153 0.2276
H -0.4346 -2.2478 0.0910
H -2.0024 -1.1599 -0.0378
H -1.2952 -1.4963 1.6007
H 1.5163 -1.4466 0.6467
H 1.9338 0.0508 0.7529
*
```

## Properties
Energy in Ha: -251.7851
SMILES: C=CC(C)(C)N
LUMO in eV: 1.1
ΔE to the lowest compared entry with this formula, charge and spin in kcal/mol: 48.6

Here are the Löwdin charges for atoms 1 to 6, given in e: atom 1 (C): 0.00, atom 2 (C): -0.18, atom 3 (C): -0.65, atom 4 (C): -0.09, atom 5 (C): -0.05, atom 6 (N): 0.11